No. 1
DFT (ωB97M-V/def2-TZVPD) results for 3 unconnected molecules or ions with the total composition C5H6NO5 in a non-equilibrium geometry.

```
17
C5H6NO5 | the Open Molecules 2025 dataset | ωB97M-V/def2-TZVPD
O -4.317 -0.808 0.537
O 3.116 -0.233 -0.676
O -1.702 -0.342 0.263
O -3.614 0.466 -1.251
O 1.871 1.658 -0.722
N 2.029 0.426 -0.444
C -0.881 0.511 0.000
C 1.133 -0.249 0.276
C -0.885 1.902 -0.420
C 1.064 -1.742 0.225
C -3.798 -0.212 -0.318
H -1.676 2.270 -0.874
H -0.522 2.543 0.327
H 0.114 2.053 -1.087
H 0.900 -2.142 -0.786
H 0.244 -2.087 0.798
H 2.045 -1.980 0.562
```

Output
Net charge: -1
HOMO energy in eV: -3.47
Kohn-Sham gap in eV: 6.621
Energy in eV: -17005.711
Maximum force in Eh/bohr: 0.103

Formally, the natural (NBO) partial charges of the atoms, in units of the elementary charge, are as follows: number 1, O, carries -0.5527; number 2, O, carries -0.6082; number 3, O, carries -0.6321; number 4, O, carries -0.5654; number 5, O, carries -0.5910; number 6, N, carries 0.3499; number 7, C, carries 0.6402; number 8, C, carries -0.0093; number 9, C, carries -0.8211; number 10, C, carries -0.6936; number 11, C, carries 1.0509; number 12, H, carries 0.2083; number 13, H, carries 0.2630; number 14, H, carries 0.3287; number 15, H, carries 0.1862; number 16, H, carries 0.2102; number 17, H, carries 0.2359



No. 2
DFT (ωB97M-V/def2-TZVPD) results for a gas-phase ion, C5H6NS (charge +1) in a non-equilibrium geometry.

```
13
C5H6NS | the Open Molecules 2025 dataset | ωB97M-V/def2-TZVPD
S 0.266 -1.453 -0.061
N 1.213 1.429 -0.184
C -0.063 1.244 -0.042
C 2.138 0.463 -0.002
C -2.162 -0.465 0.038
C -0.729 -0.110 0.077
C 1.823 -0.860 0.108
H -2.641 0.155 -0.670
H -0.687 2.114 -0.027
H 3.173 0.930 0.056
H -2.647 -0.449 0.966
H 2.599 -1.615 0.054
H -2.283 -1.383 -0.314
```

Output
Net charge: +1
HOMO energy in eV: -15.20
Kohn-Sham gap in eV: 8.996
Energy in eV: -17598.780
Maximum force in Eh/bohr: 0.089

Formally, the natural (NBO) partial charges of the atoms, in units of the elementary charge, are as follows: number 1, S, carries 0.7785; number 2, N, carries -0.3118; number 3, C, carries 0.0958; number 4, C, carries 0.0552; number 5, C, carries -0.6647; number 6, C, carries -0.1012; number 7, C, carries -0.4166; number 8, H, carries 0.2622; number 9, H, carries 0.2362; number 10, H, carries 0.2657; number 11, H, carries 0.2744; number 12, H, carries 0.2867; number 13, H, carries 0.2397



- Which value of maximum force does entry 2 give?
  0.089 Eh/bohr



Copy entry 2 word for word.
DFT (ωB97M-V/def2-TZVPD) results for a gas-phase ion, C5H6NS (charge +1) in a non-equilibrium geometry.

```
13
C5H6NS | the Open Molecules 2025 dataset | ωB97M-V/def2-TZVPD
S 0.266 -1.453 -0.061
N 1.213 1.429 -0.184
C -0.063 1.244 -0.042
C 2.138 0.463 -0.002
C -2.162 -0.465 0.038
C -0.729 -0.110 0.077
C 1.823 -0.860 0.108
H -2.641 0.155 -0.670
H -0.687 2.114 -0.027
H 3.173 0.930 0.056
H -2.647 -0.449 0.966
H 2.599 -1.615 0.054
H -2.283 -1.383 -0.314
```

Output
Net charge: +1
HOMO energy in eV: -15.20
Kohn-Sham gap in eV: 8.996
Energy in eV: -17598.780
Maximum force in Eh/bohr: 0.089

Formally, the natural (NBO) partial charges of the atoms, in units of the elementary charge, are as follows: number 1, S, carries 0.7785; number 2, N, carries -0.3118; number 3, C, carries 0.0958; number 4, C, carries 0.0552; number 5, C, carries -0.6647; number 6, C, carries -0.1012; number 7, C, carries -0.4166; number 8, H, carries 0.2622; number 9, H, carries 0.2362; number 10, H, carries 0.2657; number 11, H, carries 0.2744; number 12, H, carries 0.2867; number 13, H, carries 0.2397



- Look up the net charge of the second one.
  +1